Entry 1:
Below is 2 unconnected molecules or ions with the total composition C5H8S at a distorted geometry, with properties calculated with ωB97M-V with the def2-TZVPD basis set.

ORCA input file:
```
! wB97M-V def2-TZVPD RIJCOSX def2/J DEFGRID3
* xyz 0 1
C -1.097 0.413 -1.265
C -0.199 0.920 -0.621
C 0.103 1.014 0.778
C 1.265 1.344 1.333
H -1.127 0.478 -2.320
H -2.199 0.291 -1.084
H 0.775 1.345 -1.135
H -0.717 0.759 1.407
H 2.177 1.754 0.944
H 1.124 1.237 2.329
C 0.035 -2.370 0.024
S -0.579 -2.319 -1.457
H 1.110 -2.322 0.210
H -0.672 -2.544 0.857
*
```

## Properties
Strongest force on any atom = 11.2 eV Å⁻¹
Relative energy (zero: lowest compared OMol25 entry of this formula, charge and spin) = 90.5 kcal/mol
SMILES string = C=CC=C.C=S
LUMO energy = -0.37 eV
HOMO-LUMO gap = 8.3 eV

Entry 2:
Below is C5H8S in the gas phase at a distorted geometry, with properties calculated with ωB97M-V with the def2-TZVPD basis set.

ORCA input file:
```
! wB97M-V def2-TZVPD RIJCOSX def2/J DEFGRID3
* xyz 0 1
C 3.460 -0.050 0.217
C 2.281 0.475 -0.140
C 1.065 -0.282 -0.048
C -0.196 0.192 -0.267
S -1.644 -0.667 -0.045
C -2.620 0.779 0.237
H 3.527 -1.110 0.458
H 4.430 0.503 0.197
H 2.189 1.574 -0.242
H 1.195 -1.361 0.047
H -0.409 1.221 -0.559
H -3.661 0.501 0.178
H -2.477 1.152 1.209
H -2.438 1.503 -0.560
*
```

## Properties
Strongest force on any atom = 2.5 eV Å⁻¹
Relative energy (zero: lowest compared OMol25 entry of this formula, charge and spin) = 29.4 kcal/mol
SMILES string = C=C/C=C/SC
LUMO energy = 0.87 eV
HOMO-LUMO gap = 8.6 eV

Entry 3:
Below is C5H8S in the gas phase at a distorted geometry, with properties calculated with ωB97M-V with the def2-TZVPD basis set.

ORCA input file:
```
! wB97M-V def2-TZVPD RIJCOSX def2/J DEFGRID3
* xyz 0 1
C 1.517 -1.322 0.731
C 0.748 -0.533 -0.200
C 0.372 -0.279 -1.447
C -0.597 0.159 -0.241
C -0.657 1.607 0.225
S -2.224 -0.748 -0.036
H 1.401 -1.311 1.920
H 2.609 -1.084 0.493
H 1.410 -2.470 0.649
H 0.737 -0.273 -2.519
H 0.208 2.057 0.524
H -1.367 1.644 1.002
H -1.126 2.358 -0.482
H -3.031 0.196 -0.619
*
```

## Properties
Strongest force on any atom = 4.6 eV Å⁻¹
Relative energy (zero: lowest compared OMol25 entry of this formula, charge and spin) = 75.3 kcal/mol
SMILES string = CC1=C[C@@]1(C)S
LUMO energy = 0.87 eV
HOMO-LUMO gap = 9.6 eV

Entry 4:
Below is C5H8S in the gas phase at a distorted geometry, with properties calculated with ωB97M-V with the def2-TZVPD basis set.

ORCA input file:
```
! wB97M-V def2-TZVPD RIJCOSX def2/J DEFGRID3
* xyz 0 1
C 0.634 -2.954 -0.878
C 0.159 -1.950 -0.194
S 0.757 -0.339 -0.501
C -0.486 0.611 0.334
C -0.279 1.888 0.495
C -1.314 2.830 1.113
H 0.161 -3.936 -0.908
H 1.438 -2.778 -1.547
H -0.523 -1.971 0.590
H -1.436 0.038 0.561
H 0.736 2.243 0.313
H -0.971 3.211 2.029
H -1.508 3.751 0.461
H -2.282 2.311 1.285
*
```

## Properties
Strongest force on any atom = 2.4 eV Å⁻¹
Relative energy (zero: lowest compared OMol25 entry of this formula, charge and spin) = 33.6 kcal/mol
SMILES string = C=CS/C=C/C
LUMO energy = 1.13 eV
HOMO-LUMO gap = 9.0 eV

Entry 5:
Below is C5H8S3 in the gas phase at a distorted geometry, with properties calculated with ωB97M-V with the def2-TZVPD basis set.

ORCA input file:
```
! wB97M-V def2-TZVPD RIJCOSX def2/J DEFGRID3
* xyz 0 1
C -1.616 0.732 -0.755
C -0.638 -0.025 0.151
C -0.518 0.597 1.599
C 0.773 -0.125 -0.464
S 1.463 1.165 -1.145
C 1.507 -1.495 -0.416
S 0.806 -2.857 0.237
S 2.989 -1.674 -1.258
H -2.538 0.721 -0.187
H -1.327 1.751 -0.846
H -1.766 0.263 -1.727
H -0.941 -1.094 0.344
H -1.532 0.781 2.048
H 0.155 0.003 2.167
H -0.008 1.583 1.521
H 3.193 -0.327 -1.270
*
```

## Properties
Strongest force on any atom = 2.3 eV Å⁻¹
Relative energy (zero: lowest compared OMol25 entry of this formula, charge and spin) = 21.6 kcal/mol
SMILES string = CC(C)C(=S)C(=S)S
LUMO energy = -1.82 eV
HOMO-LUMO gap = 6.9 eV

Entry 6:
Below is C5H8Si in the gas phase at a distorted geometry, with properties calculated with ωB97M-V with the def2-TZVPD basis set.

ORCA input file:
```
! wB97M-V def2-TZVPD RIJCOSX def2/J DEFGRID3
* xyz 0 1
C 2.088 -0.163 0.028
C 0.563 -0.105 -0.087
C -0.329 -1.127 -0.078
Si -2.212 -0.450 0.008
C -1.400 1.295 0.004
C -0.082 1.189 0.094
H 2.725 0.700 -0.565
H 2.461 -1.081 -0.296
H 2.468 -0.146 1.016
H -0.139 -2.199 -0.144
H -2.916 -0.636 1.189
H -3.084 -0.590 -1.109
H -1.877 2.250 0.086
H 0.499 2.036 0.253
*
```

## Properties
Strongest force on any atom = 4.8 eV Å⁻¹
Relative energy (zero: lowest compared OMol25 entry of this formula, charge and spin) = 10.1 kcal/mol
SMILES string = CC1=C[SiH2]C=C1
LUMO energy = 0.69 eV
HOMO-LUMO gap = 9.2 eV

Entry 7:
Below is a molecular structure, C5H9Br at a distorted geometry, with properties calculated with ωB97M-V with the def2-TZVPD basis set.

ORCA input file:
```
! wB97M-V def2-TZVPD RIJCOSX def2/J DEFGRID3
* xyz 0 1
C 1.231 -1.483 1.652
C 1.125 -0.639 0.669
C -1.187 -0.460 -0.799
C -0.120 1.802 -0.273
C -0.430 0.410 0.170
Br -1.420 0.479 1.876
H 2.174 -1.994 1.794
H 0.446 -1.708 2.351
H 1.894 -0.378 -0.038
H -2.207 -0.093 -0.930
H -0.690 -0.464 -1.767
H -1.241 -1.485 -0.431
H -1.061 2.349 -0.369
H 0.500 2.324 0.453
H 0.374 1.798 -1.243
*
```

## Properties
Strongest force on any atom = 4.9 eV Å⁻¹
Relative energy (zero: lowest compared OMol25 entry of this formula, charge and spin) = 15.1 kcal/mol
LUMO energy = 0.91 eV
HOMO-LUMO gap = 10.4 eV

Entry 8:
Below is C5H9Br in the gas phase at a distorted geometry, with properties calculated with ωB97M-V with the def2-TZVPD basis set.

ORCA input file:
```
! wB97M-V def2-TZVPD RIJCOSX def2/J DEFGRID3
* xyz 0 3
C -0.419 0.816 1.286
C 1.400 -0.811 0.308
C 0.020 -0.015 0.060
C -1.095 -1.009 -0.200
C 0.125 0.862 -1.162
Br 2.947 0.026 0.013
H -0.675 0.348 2.291
H -0.024 1.821 1.243
H 1.413 -1.181 1.363
H -1.198 -1.759 0.603
H -0.791 -1.663 -1.141
H -2.061 -0.592 -0.322
H 0.558 0.327 -1.990
H 0.686 1.733 -1.058
H -0.886 1.098 -1.294
*
```

## Properties
Strongest force on any atom = 4.3 eV Å⁻¹
Relative energy (zero: lowest compared OMol25 entry of this formula, charge and spin) = 0.0 kcal/mol
LUMO energy (spin up / spin down) = 0.87 / -0.89 eV
HOMO-LUMO gap (spin up / spin down) = 8.8 / 9.3 eV
<S²> = 2.009

Entry 9:
Below is a molecular structure, C5H9Br2NO at a distorted geometry, with properties calculated with ωB97M-V with the def2-TZVPD basis set.

ORCA input file:
```
! wB97M-V def2-TZVPD RIJCOSX def2/J DEFGRID3
* xyz 0 1
C 0.409 1.115 0.385
C 2.744 0.512 -1.674
C -3.142 0.111 1.830
C 1.647 1.565 -1.659
C -2.683 -0.240 0.439
N 0.542 1.224 -0.795
O -0.038 0.919 1.438
Br -1.478 -1.672 0.272
Br -4.314 -0.550 -0.755
H 3.389 0.825 -2.521
H 3.126 0.420 -0.737
H 2.199 -0.295 -2.148
H -2.170 0.420 2.488
H -3.743 0.958 1.673
H -3.644 -0.725 2.258
H 1.910 2.571 -1.596
H 1.235 1.562 -2.658
H -2.259 0.613 -0.088
*
```

## Properties
Strongest force on any atom = 4.7 eV Å⁻¹
Relative energy (zero: lowest compared OMol25 entry of this formula, charge and spin) = 10.7 kcal/mol
LUMO energy = 0.54 eV
HOMO-LUMO gap = 10.4 eV

Entry 10:
Below is 2 unconnected molecules or ions with the total composition C5H9BrOS at a distorted geometry, with properties calculated with ωB97M-V with the def2-TZVPD basis set.

ORCA input file:
```
! wB97M-V def2-TZVPD RIJCOSX def2/J DEFGRID3
* xyz 0 1
C 0.996 -3.105 -0.457
C 0.585 -1.893 -0.076
C -0.525 2.333 -1.719
C -1.413 -0.016 1.853
C 0.769 0.536 1.186
O -0.446 0.768 1.487
S 1.474 -1.065 1.243
Br 1.886 2.099 0.847
H 0.494 -3.666 -1.206
H 1.955 -3.530 -0.141
H -0.217 -1.171 -0.424
H 0.092 2.558 -2.628
H -1.295 1.564 -1.962
H -0.038 2.004 -0.880
H -2.264 0.332 2.435
H -1.093 -1.093 1.953
H -0.959 3.345 -1.510
*
```

## Properties
Strongest force on any atom = 3.8 eV Å⁻¹
Relative energy (zero: lowest compared OMol25 entry of this formula, charge and spin) = 87.9 kcal/mol
LUMO energy (spin up / spin down) = 0.09 / 0.17 eV
HOMO-LUMO gap (spin up / spin down) = 8.1 / 7.8 eV